The following is a quantum chemistry calculation of a structure of composition C7H25AgN7O6 in a non-equilibrium geometry, from the Open Molecules 2025 dataset.

```
46
Properties=species:S:1:pos:R:3:forces:R:3
Ag 0.932633 -4.118697 0.027273 -1.727 -10.624 4.261
O 0.440480 -2.498113 -0.492374 -6.383 2.200 -11.667
H -0.082468 -1.675285 -0.555646 -0.151 -1.068 -2.640
O 2.588295 -3.720528 -0.799901 4.656 -0.484 -1.211
H 2.565511 -2.939196 -0.213785 1.597 -0.881 -1.121
C 0.336183 -1.616577 2.374213 -1.655 -1.483 -1.654
O 1.020645 -2.541760 2.682943 3.577 -3.314 1.914
N -0.154163 -0.776500 3.235075 -1.273 3.760 4.097
N -0.181445 -1.508934 1.192671 1.887 -4.065 4.168
H 0.080482 -0.799844 4.217164 0.269 -0.031 -0.409
H -0.463083 0.090351 2.818837 -0.244 -0.196 0.722
H 0.327340 -1.965993 0.449469 -0.739 -0.566 4.902
H -0.654216 -0.644134 0.971990 4.802 -6.686 4.455
C -2.496234 -0.646779 -1.556896 -0.333 -2.029 3.137
O -3.162359 -0.074368 -0.728235 -1.922 1.337 1.091
N -2.233577 -0.232775 -2.716700 0.370 3.114 -6.252
N -1.848131 -1.764470 -1.296513 -0.021 -2.403 1.042
H -1.768490 -0.826845 -3.388172 0.014 0.562 0.060
H -2.592840 0.675827 -2.972575 0.127 -0.343 -0.304
H -1.926227 -2.150250 -0.366357 0.031 -0.338 -0.110
H -1.266149 -2.238833 -1.972073 0.100 0.030 0.400
C 2.401520 -0.662264 -1.175044 -1.270 -3.372 -2.246
O 1.872705 -0.968754 -2.248720 -0.249 1.618 -0.951
N 3.334209 0.251089 -1.023960 2.605 3.091 -0.316
N 2.150076 -1.359618 -0.103039 5.993 4.873 3.549
H 3.645594 0.781885 -1.824823 -0.080 -0.217 0.285
H 3.792131 0.373885 -0.132148 -0.059 0.095 -0.456
H 2.781719 -1.080493 0.633988 -0.420 -0.425 0.619
H 1.364382 -1.993310 -0.067982 1.237 -0.329 -0.606
C 0.811185 1.249696 0.778216 3.434 1.692 0.793
C -0.592786 1.548788 0.827115 -2.852 -1.514 -0.891
C -1.144855 2.210493 -0.498038 1.178 -1.972 1.726
O -0.426410 3.366617 -0.780881 1.299 -0.246 -0.670
C -0.989213 4.436193 -0.130381 -1.999 0.737 -0.101
N -1.184952 0.199396 1.030429 -9.161 14.653 -1.710
H 1.226249 2.257578 0.779454 1.099 -0.111 -0.394
H 1.263297 0.598591 0.030048 -1.080 0.760 -0.508
H 1.218283 0.741097 1.652112 -0.433 0.278 0.502
H -0.940896 2.131745 1.679807 0.467 0.235 0.214
H -2.219367 2.314800 -0.347538 -0.182 0.514 -0.398
H -0.955722 1.444655 -1.250251 0.052 0.386 -0.399
H -1.105069 4.339363 0.949112 0.458 -0.148 0.285
H -2.002608 4.380325 -0.527892 -0.685 1.049 0.319
H -0.578995 5.418138 -0.366176 0.480 -0.356 -0.198
H -0.994943 -0.325521 0.188730 -2.223 2.598 -3.463
H -2.187722 0.319329 1.017455 -0.591 -0.380 0.132
```
Forces are in eV/Å.

Calculated values
Frontier orbital gap: 5.39 eV
Relative energy (zero: lowest compared OMol25 entry of this formula, charge and spin): 1876.90 kJ/mol
Spin multiplicity: 1
Net charge: -1

The following is a quantum chemistry calculation of a cluster of 6 separate species, C7H25NO5 in total in a non-equilibrium geometry, from the Open Molecules 2025 dataset.

```
38
Properties=species:S:1:pos:R:3:forces:R:3
C 1.472940 -0.988051 -1.007485 0.028 -0.746 0.162
C 1.768746 0.128724 -0.019143 -1.885 2.079 1.380
C 1.476498 -0.192290 1.431644 1.220 -1.809 -1.476
C 2.381683 -0.605349 2.308439 -0.363 -0.205 0.937
C 0.135545 -1.767650 -0.878040 0.070 0.726 0.745
N -0.860109 -1.323740 -1.850190 -0.439 -0.175 -1.797
C -0.279146 -1.184434 -3.203490 -0.962 2.704 -0.821
C -1.945106 -2.266302 -2.042553 -0.309 -1.633 1.043
H 2.250736 -1.747759 -0.982505 0.328 0.077 0.023
H 1.463281 -0.554501 -1.989589 0.420 0.200 -0.338
H 0.995287 0.928629 -0.190962 0.878 -0.351 -0.486
H 2.752087 0.601118 -0.041817 0.101 -0.353 -0.639
H 0.449151 -0.468414 1.546452 -0.317 0.367 0.507
H 2.024249 -1.101736 3.214026 0.220 0.378 0.000
H 3.464734 -0.535937 2.203426 -0.290 0.140 -0.286
H 0.313555 -2.845649 -0.940022 0.086 -0.141 -0.303
H -0.252766 -1.604121 0.135275 -0.267 -0.131 -0.302
H -0.997676 -1.314151 -4.014665 -0.453 -0.838 0.429
H -0.122064 -0.094285 -3.447047 0.876 -0.846 0.661
H 0.567876 -1.789642 -3.446769 0.700 -0.395 0.099
H -2.621096 -2.093725 -2.846407 -0.376 1.284 -0.709
H -1.569459 -3.245349 -2.379263 0.267 -0.317 0.550
H -2.615866 -2.416017 -1.184819 0.589 0.098 0.210
H -2.181765 1.593576 2.372906 -0.328 0.147 -0.352
H -1.422295 1.970413 3.531637 1.216 -0.369 1.407
O -2.072440 2.341110 2.970112 -0.799 0.247 -1.062
H -0.687946 3.986354 -1.589344 0.173 0.028 0.067
H 0.572874 3.863920 -2.417201 0.029 -0.141 -0.029
O -0.024450 3.341360 -1.870227 -0.040 0.633 -0.177
H -1.679471 0.690218 -1.342617 0.162 -0.729 0.156
H -1.338580 2.136443 -1.266336 0.254 -0.483 0.582
O -1.421962 1.352496 -0.694032 -0.448 0.644 -0.371
H -0.754671 -0.829280 2.606633 -0.375 -0.578 0.067
H -1.632760 -1.088997 3.913500 -0.217 -0.529 -0.265
O -1.027337 -0.507660 3.463664 0.363 1.040 0.434
H 0.566839 2.817242 2.820347 0.168 -0.199 -0.072
H 1.773458 2.083446 3.494271 -0.147 -0.140 -0.336
O 1.077426 2.729991 3.632190 -0.133 0.314 0.361
```
Forces are in eV/Å.

Calculated values
Frontier orbital gap: 9.40 eV
Relative energy (zero: lowest compared OMol25 entry of this formula, charge and spin): 272.29 kJ/mol
Spin multiplicity: 1
SMILES string: C=CCCCN(C)C.O.O.O.O.O

The following is a quantum chemistry calculation of a structure of composition C7H26AlO7 in a non-equilibrium geometry, from the Open Molecules 2025 dataset.

```
41
Properties=species:S:1:pos:R:3:forces:R:3
Al -0.778929 -2.789009 0.918375 0.827 4.512 -3.298
C -3.018729 -1.171529 -0.778835 0.336 -0.068 -0.229
O -2.830339 -2.116729 0.263845 2.170 -1.388 1.224
H -2.087769 -0.702519 -1.097335 -0.466 -0.443 0.190
H -3.571169 -1.510959 -1.655015 0.496 -1.084 -0.160
H -3.716589 -0.391679 -0.474005 0.281 0.359 1.013
C -0.089069 0.332561 0.090135 -1.793 1.214 -0.394
O 0.177041 -0.896349 0.755395 -8.564 -1.452 -1.096
H 0.045781 1.218961 0.709975 0.135 -0.419 0.397
H 0.541901 0.471551 -0.787745 0.396 -0.435 0.016
H -1.102759 0.429171 -0.298725 0.446 -0.469 0.772
C 3.093091 -0.125669 0.733225 1.909 -0.608 -0.053
O 2.174831 -1.161489 0.378215 11.813 10.872 -1.406
H 3.159541 -0.073559 1.819955 0.168 -0.041 -0.478
H 4.072811 -0.375609 0.326055 0.012 -0.303 0.040
H 2.893411 0.851761 0.294075 -0.638 -0.171 -0.043
H 1.279521 -0.815049 0.378105 -0.275 1.381 0.206
C -1.891249 3.014121 0.154725 0.035 0.659 0.097
O -1.906719 3.744981 1.408985 0.066 -0.973 -1.382
H -2.537469 3.429701 -0.618435 -0.315 0.288 0.220
H -0.902459 3.069821 -0.300575 0.233 0.141 0.422
H -2.151049 1.959401 0.245175 -0.193 0.052 0.446
H -2.831369 3.792631 1.662655 -0.077 0.152 0.200
C -1.447649 0.771021 -2.665005 -1.144 0.213 -1.921
O -1.706969 1.764171 -3.667545 0.544 0.185 0.798
H -0.663489 0.075171 -2.963325 0.615 0.234 0.219
H -1.267259 1.257121 -1.706225 -0.083 0.179 -0.856
H -2.331989 0.134681 -2.631685 -0.120 0.231 0.268
H -1.790379 1.371021 -4.539375 0.028 -0.217 0.058
C 2.362031 -3.499009 -0.472325 1.129 -1.262 -0.727
O 1.396921 -2.890249 0.335955 -7.036 -10.940 0.937
H 3.345551 -3.268159 -0.063045 -0.025 0.053 0.303
H 2.305421 -4.587129 -0.501985 -0.353 0.113 0.081
H 2.375371 -3.096489 -1.485185 -0.430 -0.043 -0.047
H 1.620431 -1.957819 0.288795 -0.568 -1.922 -0.073
C 1.447501 0.929411 2.822485 -0.751 -0.009 -0.652
O 1.246231 -0.477649 2.706685 1.059 0.699 3.276
H 2.211591 1.152901 3.567015 -0.150 -0.072 -0.079
H 1.729221 1.304291 1.838515 0.512 0.373 0.371
H 0.536921 1.504071 2.991925 -0.258 -0.212 0.781
H 0.608271 -0.671869 2.016115 0.029 0.618 0.559
```
Forces are in eV/Å.

Calculated values
Frontier orbital gap: 4.30 eV
Spin multiplicity: 1
Net charge: +1

The following is a quantum chemistry calculation of a cluster of 6 separate species, C7H26O6 in total, from the Open Molecules 2025 dataset.

```
39
Properties=species:S:1:pos:R:3:forces:R:3
C 2.535319 1.793028 -1.656886 0.585 -0.291 -0.535
O 1.517456 0.872944 -2.038297 -0.366 0.254 0.311
H 2.907791 2.318661 -2.541024 -0.017 0.104 0.108
H 2.147648 2.522052 -0.952597 -0.269 -0.110 0.019
H 3.379072 1.267676 -1.200847 -0.050 0.083 0.120
H 1.896947 0.125640 -2.503878 0.116 -0.006 -0.030
C 1.046885 -2.679421 2.384165 -0.038 -0.044 -0.446
O 1.267463 -2.973097 3.756433 -0.014 0.106 -0.182
H 1.706200 -3.274396 1.746420 -0.047 -0.005 -0.050
H 0.020908 -2.911170 2.100498 -0.021 -0.152 0.268
H 1.191143 -1.625096 2.135846 0.169 0.070 0.245
H 2.208099 -3.139750 3.850172 -0.032 -0.028 0.180
C -3.119579 3.152616 -0.305364 -0.542 0.082 -0.218
O -4.391756 3.479664 -0.871789 0.114 -0.125 -0.075
H -2.328967 3.198127 -1.056369 0.113 0.095 0.069
H -2.970521 3.905788 0.463123 0.288 -0.096 0.078
H -3.121920 2.152560 0.130151 0.053 0.015 0.115
H -4.580769 2.852116 -1.575147 -0.014 0.011 0.035
C 0.034378 0.890266 0.975469 -0.258 0.490 -0.502
O -0.651125 0.597674 -0.237200 0.033 -0.096 -0.230
H 0.321008 1.947006 0.951161 0.172 -0.039 0.280
H -0.662379 0.749420 1.797359 0.061 -0.143 0.043
H 0.919835 0.269189 1.104696 0.003 -0.044 0.079
H -0.026079 0.738192 -0.973483 -0.101 -0.122 0.268
C 3.524514 0.861109 2.452484 -0.025 -0.282 -0.280
O 3.037378 0.607396 3.754146 -0.086 0.151 0.046
H 4.581068 1.146325 2.436700 -0.033 0.060 0.093
H 3.399194 -0.008231 1.794528 0.020 0.020 0.034
H 2.926815 1.666674 2.028079 0.068 0.081 0.101
H 3.367359 -0.237304 4.067905 0.041 -0.018 -0.022
C -3.012239 -2.982278 -2.911781 0.197 -0.290 0.101
C -2.129162 -1.848038 -2.458879 0.408 0.652 0.251
O -1.912054 -1.850966 -1.060131 -0.297 -0.351 0.171
H -3.237789 -2.819915 -3.965298 -0.203 -0.136 -0.026
H -3.926465 -3.065741 -2.324796 -0.074 0.281 -0.082
H -2.507828 -3.946450 -2.818411 0.097 0.069 -0.011
H -2.558484 -0.882286 -2.748018 -0.181 -0.054 -0.109
H -1.154561 -1.904728 -2.959740 -0.024 -0.107 -0.211
H -1.644803 -0.965255 -0.769399 0.154 -0.086 -0.003
```
Forces are in eV/Å.

Calculated values
Frontier orbital gap: 9.92 eV
Relative energy (zero: lowest compared OMol25 entry of this formula, charge and spin): 155.41 kJ/mol
Spin multiplicity: 1
SMILES string: CCO.CO.CO.CO.CO.CO

The following is a quantum chemistry calculation of a structure of composition C7H27N10O7Y in a non-equilibrium geometry, from the Open Molecules 2025 dataset.

```
52
Properties=species:S:1:pos:R:3:forces:R:3
Y -21.216310 15.587900 -20.763110 -0.187 4.282 -2.243
O -20.063440 17.021950 -22.087360 -1.159 -2.529 1.719
H -19.172710 17.162210 -22.463460 0.324 -0.900 1.158
C -19.138260 21.796030 -21.386940 -0.689 0.345 0.481
C -19.640520 20.618320 -22.189690 1.332 -0.064 0.423
O -20.152550 19.569640 -21.305270 -0.034 0.826 -0.108
H -18.889810 22.586120 -22.095550 -0.372 0.247 0.142
H -18.288200 21.752540 -20.706050 0.199 -0.960 -0.333
H -19.971770 22.045590 -20.730370 -0.059 0.738 -0.133
H -18.806460 20.264630 -22.795780 -0.027 -0.562 -0.058
H -20.391800 21.010130 -22.875380 -0.436 -0.300 0.125
H -20.040350 18.684390 -21.659300 0.060 0.259 -0.261
C -20.218550 14.494920 -25.508360 -2.612 -1.462 -0.153
O -21.278000 13.922750 -25.361300 -0.923 -0.487 0.986
N -19.705050 14.789720 -26.645390 0.839 0.920 -4.470
N -19.442770 14.922900 -24.553860 1.524 1.569 3.817
H -18.828400 15.287850 -26.704170 -0.257 -0.515 -0.714
H -20.253550 14.531630 -27.453240 0.457 0.193 -0.261
H -18.711220 15.546810 -24.863170 0.384 -0.574 1.242
H -19.644620 14.593080 -23.620810 0.734 0.266 -0.460
C -16.303090 17.428200 -21.403110 -0.419 -0.456 -2.685
O -16.607450 17.260480 -22.554380 -1.365 -1.079 -4.452
N -15.222690 17.092250 -20.869610 6.046 -1.638 2.605
N -17.130090 17.943980 -20.601680 -4.643 2.454 4.138
H -14.442410 16.692950 -21.371420 -0.109 0.376 0.114
H -15.064770 17.435290 -19.932870 0.704 -0.391 -0.179
H -16.903710 17.896800 -19.618510 -0.856 0.470 0.006
H -18.063330 18.056030 -20.971280 0.288 0.534 0.822
C -16.195910 13.403150 -22.480530 -0.123 -2.769 0.982
O -16.361890 12.214150 -22.473020 -0.081 -1.739 -0.401
N -15.044090 13.992770 -22.381030 3.432 0.713 -0.182
N -17.196750 14.225910 -22.376840 -4.878 4.280 0.268
H -14.304940 13.305290 -22.347370 0.565 0.673 -0.128
H -14.918880 14.994870 -22.395590 0.204 -0.643 -0.155
H -18.162400 13.935810 -22.317930 0.783 -0.678 -0.406
H -17.057160 15.217230 -22.510680 0.060 0.108 -0.045
C -20.268370 18.707400 -25.040850 2.211 -3.147 4.076
O -20.375300 19.404690 -26.002350 -0.619 3.859 -5.468
N -21.179220 18.455720 -24.191490 -4.297 0.324 1.546
N -19.149270 18.133320 -24.662600 2.531 -0.421 -0.990
H -20.878840 17.830330 -23.457480 -0.867 0.064 0.401
H -22.052040 18.961610 -24.142900 -0.020 -0.169 -0.122
H -18.329700 18.079890 -25.250430 0.146 0.047 0.176
H -19.276490 17.520650 -23.869780 0.716 0.078 -1.168
C -23.464220 18.251060 -20.703850 -4.624 6.623 0.507
O -22.755140 17.311060 -20.810020 6.018 -10.276 0.247
N -24.731590 18.324530 -20.390430 -1.195 -2.272 0.210
N -22.954020 19.404830 -20.924150 1.799 2.816 -1.042
H -25.192040 17.436360 -20.251680 -0.847 0.497 -0.046
H -25.191810 19.193060 -20.622740 -0.630 -0.459 0.466
H -23.514520 20.239240 -21.022540 0.371 0.053 0.321
H -21.946990 19.422940 -20.999460 0.599 0.874 -0.314
```
Forces are in eV/Å.

Calculated values
Frontier orbital gap (alpha / beta): 3.23 / 2.70 eV
Spin multiplicity: 2
Net charge: +3

The following is a quantum chemistry calculation of a cluster of 7 separate species, C7H27O7 in total in a non-equilibrium geometry, from the Open Molecules 2025 dataset.

```
41
Properties=species:S:1:pos:R:3:forces:R:3
C 0.008803 1.715699 0.315074 0.225 2.338 -1.398
O 0.701900 2.898605 0.360463 -0.065 -0.842 0.620
H -0.679406 1.806411 -0.565292 -0.288 -0.739 -0.153
H 0.668418 0.844990 0.089820 -0.141 -0.528 0.373
H -0.707842 1.532389 1.148357 0.308 -0.447 0.446
C -1.470225 0.719261 -3.521607 -0.308 0.457 0.121
O -1.012381 2.059228 -3.689278 -0.377 0.040 -0.136
H -2.488576 0.590989 -3.907409 0.131 0.164 -0.349
H -0.798872 0.046483 -4.053840 -0.096 -0.390 0.355
H -1.573350 0.530008 -2.451099 0.532 -0.295 -0.023
H -0.230123 2.052616 -4.238529 0.093 0.020 0.007
C 3.843849 -0.210192 1.538178 0.336 0.714 -0.782
O 4.698724 0.453422 0.574414 0.035 -0.873 0.554
H 2.811220 -0.027045 1.237106 -0.109 0.012 0.309
H 4.045289 -1.283961 1.546615 -0.030 -0.028 0.175
H 4.077004 0.227912 2.506165 -0.283 -0.107 0.128
H 5.008040 -0.268793 0.022651 0.071 0.386 -0.391
C 2.209058 -0.636159 -2.643523 -0.960 -0.319 0.469
O 2.915569 0.440209 -2.086857 0.515 -0.097 -0.599
H 1.155670 -0.607553 -2.338523 -0.028 0.019 0.105
H 2.178773 -0.753881 -3.733021 0.519 0.372 -0.118
H 2.627164 -1.549319 -2.221026 0.123 -0.033 -0.046
H 2.639780 1.272181 -2.484665 -0.217 0.006 0.297
C -3.671969 -0.566652 -0.061788 0.239 -0.412 0.202
O -3.272395 -1.830117 -0.579737 -0.067 -0.142 -0.072
H -2.803370 -0.035262 0.331565 -0.088 0.293 -0.104
H -4.140153 -0.005701 -0.866695 0.084 0.122 -0.031
H -4.402170 -0.689333 0.745787 -0.031 0.040 0.014
H -2.551284 -2.167486 -0.024810 -0.082 0.198 -0.064
C 0.251731 -2.358345 0.920930 0.274 -0.888 -0.838
O -1.132640 -2.696146 1.116580 0.529 -0.330 0.075
H 0.299421 -1.376030 0.458817 0.172 0.257 0.566
H 0.865987 -2.536763 1.807629 -0.334 0.768 0.331
H 0.719703 -3.056638 0.208670 -0.321 0.133 -0.237
H -1.154030 -3.658075 1.080727 -0.324 0.077 0.138
C -1.973660 1.581030 3.890643 0.433 -1.281 0.949
O -0.630806 2.013566 3.908096 -0.193 0.479 0.465
H -2.201574 1.100277 2.938794 -0.483 0.522 -0.200
H -2.143681 0.804437 4.662096 0.136 -0.054 -0.125
H -2.632410 2.371447 4.238839 0.043 0.401 -0.742
H -0.055189 1.252290 3.819684 0.028 -0.011 -0.291
```
Forces are in eV/Å.

Calculated values
Frontier orbital gap: 4.34 eV
Relative energy (zero: lowest compared OMol25 entry of this formula, charge and spin): 182.81 kJ/mol
Spin multiplicity: 1
Net charge: -1